# 1
The molecule C5H9Cl2O4P, computed with ωB97M-V/def2-TZVPD.

## Properties
frontier orbital gap: 10.1 eV
relative energy (zero: lowest compared OMol25 entry of this formula, charge and spin): 8.9 kcal/mol
SMILES: CCO[P@](=O)(C(=O)OC)C(Cl)Cl
DFT total energy: -1758.554503 hartree
highest occupied orbital energy: -0.3523 Eh
molar mass: 235.003 g mol⁻¹

Each line ends with the natural charge from an NBO analysis.
CARTESIAN COORDINATES (ANGSTROEM)
C: -0.29715 -2.25974 -0.76934  -0.66
C: -0.78126 -1.67498 0.53749  -0.07
O: 0.22344 -1.02788 1.30277  -0.78
P: 1.15206 0.16281 0.69590  1.88
O: 2.23082 0.90898 1.82233  -0.98
C: -0.04255 1.39784 -0.17375  0.53
O: -0.10723 1.65619 -1.34477  -0.59
O: -0.78570 1.84799 0.74191  -0.48
C: -1.90588 2.70594 0.50083  -0.31
C: 2.25440 -0.43767 -0.69690  -0.65
Cl: 2.96553 -1.89051 -0.01184  0.04
Cl: 3.26556 0.88514 -1.13041  0.08
H: 0.72447 -2.72774 -0.57834  0.24
H: -1.05136 -2.90719 -1.02943  0.23
H: -0.24294 -1.49079 -1.51479  0.20
H: -1.15775 -2.47023 1.26988  0.20
H: -1.65213 -1.05982 0.45258  0.18
H: -2.02061 3.21373 -0.52228  0.23
H: -1.57670 3.64248 1.04449  0.21
H: -2.69921 2.18311 1.01582  0.21
H: 1.50417 -0.65767 -1.61214  0.27



# 2
An isolated ion of composition C5H9ClN and charge +1, computed with ωB97M-V/def2-TZVPD.

## Properties
frontier orbital gap: 7.5 eV
relative energy (zero: lowest compared OMol25 entry of this formula, charge and spin): 71.3 kcal/mol
DFT total energy: -710.469919 hartree
highest occupied orbital energy: -0.5050 Eh
net charge: +1
molar mass: 118.587 g mol⁻¹

Each line ends with the natural charge from an NBO analysis.
CARTESIAN COORDINATES (ANGSTROEM)
C: -1.38085 0.90498 0.09882  -0.21
C: -2.18527 -0.11242 -0.37687  -0.16
C: 0.04747 1.30136 -0.47624  -0.53
C: 0.90336 0.64057 0.51536  0.29
C: 1.42341 -0.72468 0.53548  -0.35
N: 1.12994 -1.72527 -0.41210  -0.81
Cl: -3.80994 -0.15657 0.16670  0.12
H: -1.67644 1.61287 0.78191  0.23
H: 0.01340 0.99061 -1.50952  0.26
H: 0.16781 2.38598 -0.38897  0.28
H: 0.93444 1.26234 1.36106  0.23
H: 1.09738 -0.96833 1.56589  0.29
H: 2.57716 -0.70060 0.74019  0.32
H: 1.87987 -2.39247 -0.42732  0.42
H: 0.58868 -1.32148 -1.16155  0.39
H: -1.71042 -0.99690 -1.01284  0.25



# 3
C5H9ClO as an isolated structure, computed with ωB97M-V/def2-TZVPD.

## Properties
frontier orbital gap: 10.9 eV
relative energy (zero: lowest compared OMol25 entry of this formula, charge and spin): 120.1 kcal/mol
DFT total energy: -731.164527 hartree
highest occupied orbital energy: -0.3692 Eh
molar mass: 120.579 g mol⁻¹

Each line ends with the natural charge from an NBO analysis.
CARTESIAN COORDINATES (ANGSTROEM)
C: -0.05031 0.62303 -1.97240  -0.61
C: 0.42994 0.58918 -0.45426  -0.21
C: 0.25029 -0.69488 0.31921  0.17
C: 0.52713 -0.71980 1.91292  -0.65
C: 0.63605 -1.86720 -0.43637  -0.11
H: -0.42723 1.59623 -2.30105  0.24
H: 0.86690 0.26200 -2.52351  0.21
H: -0.75551 -0.17377 -1.94563  0.23
H: 1.41783 0.94802 -0.28734  0.22
H: -0.62337 -0.53759 2.30459  0.27
H: 1.39134 -1.57871 2.41940  0.26
H: 1.25627 0.46962 1.75668  0.19
H: 0.93286 -2.72936 -0.12416  0.18
H: 0.65602 -1.96111 -1.58703  0.17
O: -0.68872 -1.73557 0.02791  -0.49
Cl: -0.58611 1.76513 0.34413  -0.06



# 4
C5H9ClO as an isolated structure, computed with ωB97M-V/def2-TZVPD.

## Properties
frontier orbital gap: 10.7 eV
relative energy (zero: lowest compared OMol25 entry of this formula, charge and spin): 67.7 kcal/mol
DFT total energy: -731.247977 hartree
highest occupied orbital energy: -0.3728 Eh
molar mass: 120.579 g mol⁻¹

Each line ends with the natural charge from an NBO analysis.
CARTESIAN COORDINATES (ANGSTROEM)
C: 1.08631 -1.00939 3.06940  -0.63
C: 1.64676 -0.11524 1.82617  -0.39
C: 0.43356 0.63337 1.02044  -0.40
C: -0.33104 -0.50492 0.38109  -0.49
C: -0.99370 0.00370 -0.87151  0.54
H: 1.89216 -0.95382 3.83512  0.23
H: 0.23277 -0.40480 3.35989  0.20
H: 0.72832 -2.02093 2.72239  0.21
H: 2.32695 -0.65970 1.23210  0.20
H: 2.04056 0.79853 2.17950  0.20
H: -0.22340 1.05894 1.88711  0.21
H: 0.73461 1.34996 0.15401  0.24
H: 0.87888 -0.94832 -0.05401  0.23
H: -0.84928 -1.11384 1.00651  0.24
O: -2.21258 0.25384 -1.09382  -0.52
Cl: -0.06542 0.40106 -2.36033  -0.08



# 5
The molecule C5H9ClS2, computed with ωB97M-V/def2-TZVPD.

## Properties
frontier orbital gap: 8.1 eV
relative energy (zero: lowest compared OMol25 entry of this formula, charge and spin): 25.2 kcal/mol
SMILES: CSC(=S)CCCCl
DFT total energy: -1452.428224 hartree
highest occupied orbital energy: -0.3101 Eh
molar mass: 168.714 g mol⁻¹

Each line ends with the natural charge from an NBO analysis.
CARTESIAN COORDINATES (ANGSTROEM)
C: 3.03985 0.71793 0.51179  -0.74
S: 2.00328 -0.29171 -0.52801  0.43
C: 0.52624 0.43767 -0.54838  -0.32
S: 0.07737 2.08448 -0.37159  -0.10
C: -0.49584 -0.41905 -1.20226  -0.50
C: -1.32687 -1.10855 -0.00685  -0.40
C: -2.16441 -0.10142 0.75255  -0.41
Cl: -3.19953 0.76683 -0.34710  -0.06
H: 3.10724 1.59205 -0.01435  0.24
H: 3.99807 0.17333 0.66001  0.24
H: 2.49823 0.83635 1.40090  0.24
H: -1.19581 0.10515 -1.96301  0.27
H: 0.00367 -1.31529 -1.53511  0.22
H: -1.96266 -1.98436 -0.14083  0.22
H: -0.59405 -1.43683 0.70734  0.20
H: -2.84053 -0.69393 1.44858  0.22
H: -1.47425 0.63736 1.17632  0.23



# 6
The molecule C5H9ClSi, computed with ωB97M-V/def2-TZVPD.

## Properties
frontier orbital gap: 8.2 eV
relative energy (zero: lowest compared OMol25 entry of this formula, charge and spin): 125.5 kcal/mol
SMILES: [SiH2]=CCC/C=C\Cl
DFT total energy: -945.424073 hartree
highest occupied orbital energy: -0.3131 Eh
molar mass: 132.666 g mol⁻¹

Each line ends with the natural charge from an NBO analysis.
CARTESIAN COORDINATES (ANGSTROEM)
Si: 1.12645 1.96553 1.41637  0.93
C: 0.18551 0.44517 1.32184  -0.77
C: 0.88107 -0.71484 0.54079  -0.44
C: 0.42761 -0.60067 -0.90441  -0.46
C: -1.00010 -0.98091 -0.86863  -0.18
C: -2.18287 -0.35576 -1.16547  -0.23
Cl: -2.48990 0.40550 -2.69462  -0.02
H: 2.55359 1.73323 1.63067  -0.19
H: 1.03561 3.28866 1.98659  -0.15
H: -0.79734 0.41918 0.84858  0.22
H: 0.76568 -1.81706 0.83620  0.22
H: 2.00659 -0.51041 0.53561  0.21
H: 0.91816 -1.35880 -1.53759  0.23
H: 0.69526 0.47820 -1.28571  0.23
H: -1.04273 -1.65384 0.03864  0.20
H: -3.08260 -0.74319 -0.69886  0.21



# 7
An isolated ion of composition C5H9FN and charge +1, computed with ωB97M-V/def2-TZVPD.

## Properties
frontier orbital gap: 12.0 eV
relative energy (zero: lowest compared OMol25 entry of this formula, charge and spin): 49.4 kcal/mol
SMILES: F[C@@H]1C[NH2+]C12CC2
DFT total energy: -350.165559 hartree
highest occupied orbital energy: -0.5695 Eh
net charge: +1
molar mass: 102.132 g mol⁻¹

Each line ends with the natural charge from an NBO analysis.
CARTESIAN COORDINATES (ANGSTROEM)
F: 2.20862 1.18837 -0.22554  -0.32
C: 1.45895 0.34380 0.49861  0.22
C: 1.40987 -1.30194 0.17758  -0.22
N: 0.10060 -0.99463 -0.52586  -0.50
C: -0.01659 0.38925 0.03473  0.04
C: -1.28044 0.92415 0.66382  -0.39
C: -0.81350 1.45606 -0.68556  -0.39
H: 1.79577 0.71971 1.56901  0.22
H: 2.11045 -1.62828 -0.43940  0.23
H: 1.43733 -1.79075 1.07248  0.24
H: 0.18818 -1.01456 -1.51230  0.44
H: -0.55384 -1.78475 -0.36055  0.44
H: -1.15149 1.69132 1.36162  0.26
H: -2.18237 0.22407 0.52536  0.25
H: -1.28900 1.21917 -1.52192  0.22
H: -0.33080 2.37833 -0.88930  0.26



# 8
The molecule C5H9FN2O, computed with ωB97M-V/def2-TZVPD.

## Properties
frontier orbital gap: 9.7 eV
relative energy (zero: lowest compared OMol25 entry of this formula, charge and spin): 27.4 kcal/mol
DFT total energy: -480.330231 hartree
highest occupied orbital energy: -0.3257 Eh
molar mass: 132.138 g mol⁻¹

Each line ends with the natural charge from an NBO analysis.
CARTESIAN COORDINATES (ANGSTROEM)
C: -0.35351 -0.76395 0.26811  0.75
C: -0.56837 0.72967 -1.49838  -0.07
C: -0.15977 1.69452 -0.27848  -0.15
C: 1.34508 1.74051 -0.02049  -0.64
C: 0.11299 -2.95835 1.15337  -0.42
N: -0.19151 -1.62944 1.13291  -0.49
N: -0.80691 1.11752 0.93012  -0.07
O: -0.43092 -0.57446 -1.03719  -0.49
F: -2.24984 1.01615 0.67748  -0.32
H: -1.55421 0.85004 -1.87425  0.20
H: 0.17127 0.91761 -2.42285  0.18
H: -0.71974 2.60455 -0.47923  0.21
H: 1.69434 2.57601 -0.60572  0.22
H: 1.77090 0.85115 -0.50163  0.22
H: 1.41334 1.95551 1.16742  0.26
H: -0.83965 -3.58259 1.42231  0.22
H: 0.84097 -3.31731 1.87507  0.21
H: 0.52552 -3.22716 0.09143  0.17



# 9
C5H9FN3O as an isolated structure, computed with ωB97M-V/def2-TZVPD.

## Properties
frontier orbital gap: 9.6 eV
relative energy (zero: lowest compared OMol25 entry of this formula, charge and spin): 56.9 kcal/mol
DFT total energy: -534.913518 hartree
highest occupied orbital energy: -0.4785 Eh
net charge: +1
molar mass: 146.145 g mol⁻¹

Each line ends with the natural charge from an NBO analysis.
CARTESIAN COORDINATES (ANGSTROEM)
C: -0.69657 -0.44513 0.09480  -0.05
C: 1.17251 -0.69227 0.37020  0.68
C: -0.54440 0.87845 -0.18729  0.42
C: 3.09809 0.69773 -0.11776  -0.43
C: -1.73270 -1.46813 0.22584  -0.29
N: 0.75192 1.40753 -0.27270  -0.37
N: 1.66231 0.44979 -0.01934  -0.16
N: -2.91937 -0.73799 0.01720  -0.85
O: -1.62543 1.69125 -0.22207  -0.66
F: 1.87247 -1.75508 0.58092  -0.25
H: 3.27732 1.15095 -1.06495  0.23
H: 3.30656 1.53031 0.71417  0.25
H: 3.67754 -0.18850 0.01701  0.26
H: -1.65894 -1.76159 1.32191  0.21
H: -1.49256 -2.39270 -0.29892  0.25
H: 1.08653 2.06422 -0.92683  0.43
H: -2.42953 1.12654 -0.53767  0.53
H: -3.25770 -0.33502 0.87428  0.40
H: -3.54804 -1.22036 -0.56880  0.40



# 10
The molecule C5H9FO, computed with ωB97M-V/def2-TZVPD.

## Properties
frontier orbital gap: 11.7 eV
relative energy (zero: lowest compared OMol25 entry of this formula, charge and spin): 13.9 kcal/mol
SMILES: CC[C@H](C)C(=O)F
DFT total energy: -370.991479 hartree
highest occupied orbital energy: -0.3950 Eh
molar mass: 104.124 g mol⁻¹

Each line ends with the natural charge from an NBO analysis.
CARTESIAN COORDINATES (ANGSTROEM)
C: -0.38168 -1.78215 -0.26920  -0.61
C: -0.31209 -0.29883 -0.05068  -0.38
C: 0.77525 0.43318 0.65216  -0.32
C: 0.77492 1.94359 0.45202  -0.62
C: 2.11079 -0.21125 0.09328  0.88
O: 2.99212 -0.73863 0.66070  -0.51
F: 2.11854 -0.19674 -1.34086  -0.40
H: -0.31327 -2.30588 0.67197  0.20
H: -1.32526 -1.95204 -0.65852  0.22
H: 0.54015 -2.05433 -0.79157  0.22
H: -0.55832 0.18997 -0.98696  0.20
H: -1.15623 -0.03422 0.75476  0.19
H: 0.69760 -0.00500 1.74816  0.23
H: 1.80694 2.42567 0.33219  0.23
H: 0.22358 2.50388 1.21306  0.23
H: 0.26945 2.00345 -0.57529  0.22



# 11
The molecule C5H9FO, computed with ωB97M-V/def2-TZVPD.

## Properties
frontier orbital gap: 10.6 eV
relative energy (zero: lowest compared OMol25 entry of this formula, charge and spin): 30.5 kcal/mol
SMILES: C/C(=C/CF)CO
DFT total energy: -370.964978 hartree
highest occupied orbital energy: -0.3561 Eh
molar mass: 104.124 g mol⁻¹

Each line ends with the natural charge from an NBO analysis.
CARTESIAN COORDINATES (ANGSTROEM)
C: 1.19478 -1.48606 -0.32297  -0.65
C: 0.17948 -0.44626 0.02311  0.03
C: -0.72434 -0.07919 -0.84643  -0.25
C: -1.83543 0.91706 -0.70398  0.02
F: -1.24348 2.14837 -0.43624  -0.37
C: 0.32482 0.24110 1.33555  -0.11
O: 1.69489 0.76428 1.41517  -0.72
H: 2.21371 -1.17368 -0.00067  0.24
H: 0.98133 -2.45144 0.17548  0.22
H: 1.21269 -1.60474 -1.40665  0.22
H: -0.58786 -0.34597 -1.85773  0.20
H: -2.32936 1.02572 -1.62752  0.17
H: -2.68711 0.62659 -0.05530  0.17
H: -0.37837 1.02887 1.51326  0.19
H: 0.25566 -0.59964 2.09823  0.18
H: 1.72860 1.43498 0.69670  0.47



# 12
A 2-piece molecular cluster, C5H9FO overall, computed with ωB97M-V/def2-TZVPD.

## Properties
frontier orbital gap: 8.6 eV
relative energy (zero: lowest compared OMol25 entry of this formula, charge and spin): 127.3 kcal/mol
DFT total energy: -370.810714 hartree
highest occupied orbital energy: -0.2767 Eh
molar mass: 104.124 g mol⁻¹

Each line ends with the natural charge from an NBO analysis.
CARTESIAN COORDINATES (ANGSTROEM)
C: 1.32449 0.08254 0.11645  0.04
C: 0.17808 0.89248 -0.38555  0.05
C: 2.79704 0.43128 0.39005  -0.63
C: -2.06867 -1.18211 -0.50045  -0.72
C: -1.96216 0.03199 0.33806  0.23
O: 0.70596 -0.07086 -1.16314  -0.49
F: -2.83230 1.03207 0.08416  -0.37
H: 0.87266 -0.71263 0.86839  0.16
H: 0.10143 1.86742 -0.60128  0.16
H: 3.22654 1.08433 -0.32601  0.22
H: 3.26682 -0.46596 0.49310  0.22
H: 2.68572 1.05004 1.20919  0.22
H: -2.20726 -0.79325 -1.58588  0.25
H: -3.08605 -1.52226 -0.15495  0.23
H: -1.18963 -1.90511 -0.20795  0.25
H: -1.81267 0.18003 1.42579  0.18



# 13
The molecule C5H9FO, computed with ωB97M-V/def2-TZVPD.

## Properties
frontier orbital gap: 11.0 eV
relative energy (zero: lowest compared OMol25 entry of this formula, charge and spin): 5.3 kcal/mol
SMILES: C[C@@H]1C[C@H](F)CO1
DFT total energy: -371.005046 hartree
highest occupied orbital energy: -0.3635 Eh
molar mass: 104.124 g mol⁻¹

Each line ends with the natural charge from an NBO analysis.
CARTESIAN COORDINATES (ANGSTROEM)
C: -0.85321 1.74987 -0.63647  -0.62
C: -0.57498 0.26291 -0.64182  0.10
C: -0.63656 -0.40008 0.73579  -0.46
C: 0.46372 -1.43403 0.61370  0.19
F: 0.89810 -1.92442 1.82172  -0.36
C: 1.51052 -0.61164 -0.10871  -0.09
O: 0.74218 -0.03433 -1.15611  -0.53
H: -0.57268 2.19695 -1.58937  0.22
H: -1.91557 1.91644 -0.45638  0.21
H: -0.28265 2.24152 0.15341  0.20
H: -1.28069 -0.23107 -1.31559  0.18
H: -0.28730 0.30145 1.50197  0.21
H: -1.61415 -0.76599 1.03847  0.23
H: 0.16399 -2.28135 -0.00414  0.16
H: 1.88405 0.16750 0.56792  0.16
H: 2.35524 -1.15373 -0.52436  0.20



# 14
A 2-piece molecular cluster, C5H9FO overall, computed with ωB97M-V/def2-TZVPD.

## Properties
frontier orbital gap: 11.3 eV
relative energy (zero: lowest compared OMol25 entry of this formula, charge and spin): 74.0 kcal/mol
DFT total energy: -370.895649 hartree
highest occupied orbital energy: -0.3902 Eh
molar mass: 104.124 g mol⁻¹

Each line ends with the natural charge from an NBO analysis.
CARTESIAN COORDINATES (ANGSTROEM)
C: 0.28822 -0.48212 -0.17241  0.21
C: -0.83976 0.43917 -0.09790  0.68
C: 0.35804 -1.96245 0.16244  -0.62
C: 1.69015 0.24842 -0.21695  -0.64
C: -1.31746 1.81258 0.09118  -0.73
O: -0.56356 -0.01553 -1.27847  -0.42
F: -2.43626 -0.67832 0.38502  -0.65
H: 1.34318 -2.38933 -0.11419  0.21
H: -0.42146 -2.43174 -0.26322  0.25
H: 0.31614 -1.97281 1.27177  0.24
H: 2.17819 0.28263 -1.16633  0.24
H: 2.23745 -0.43845 0.43994  0.22
H: 1.68863 1.12629 0.33642  0.22
H: -1.36434 2.19048 1.13402  0.25
H: -2.36921 1.70443 -0.07951  0.29
H: -0.78797 2.56677 -0.43180  0.25



# 15
A 2-piece molecular cluster, C5H9FO2S overall, computed with ωB97M-V/def2-TZVPD.

## Properties
frontier orbital gap: 9.9 eV
relative energy (zero: lowest compared OMol25 entry of this formula, charge and spin): 9.2 kcal/mol
DFT total energy: -844.300522 hartree
highest occupied orbital energy: -0.3474 Eh
molar mass: 152.190 g mol⁻¹

Each line ends with the natural charge from an NBO analysis.
CARTESIAN COORDINATES (ANGSTROEM)
C: 0.89141 -1.58511 0.08339  -0.20
C: 2.10398 -1.15734 0.05533  -0.18
C: 1.03752 -0.03139 -0.06057  -0.07
C: 0.81115 1.12300 0.90679  -0.64
C: 1.00391 0.50360 -1.48375  -0.63
O: -2.75659 1.47077 0.37341  -0.86
O: -2.43233 -0.82455 1.37219  -0.90
F: -3.46985 -0.64401 -0.98539  -0.53
S: -2.30726 0.13628 -0.00295  1.79
H: -3.34181 -1.01200 1.75866  0.51
H: 0.12569 -2.30245 -0.01419  0.22
H: 3.17528 -1.40071 -0.01695  0.23
H: -0.15682 1.61004 0.63870  0.21
H: 1.70745 1.68683 0.98709  0.22
H: 0.69811 0.69700 1.88963  0.21
H: 1.89915 0.89554 -1.96232  0.21
H: 0.31679 1.24066 -1.49652  0.19
H: 0.69420 -0.40617 -2.04257  0.20